DFT (ωB97M-V with the def2-TZVPD basis set) results for the ion C4H9NO2 with charge -1.

Geometry as XYZ:
```
16
Properties=species:S:1:pos:R:3
C 2.109 -0.072 0.014
N 0.946 -0.246 0.829
C -0.341 0.334 0.382
C -0.765 -0.275 -0.954
O -1.853 0.482 -1.545
C -1.438 0.015 1.373
O -1.624 0.678 2.459
H 3.016 -0.370 0.543
H 2.186 1.006 -0.213
H 1.999 -0.467 -0.992
H 0.738 -1.067 1.383
H -0.183 1.418 0.305
H -0.037 -0.362 -1.769
H -1.232 -1.250 -0.784
H -1.536 1.104 -2.205
H -1.983 -0.928 1.174
```

## Properties
Energy above the lowest of the compared OMol25 structures with the same formula, charge and spin = 1.898 eV
2S+1 = 2
Orbital gap (spin up / spin down) = 3.65 / 6.85 eV
LUMO (spin up / spin down) = 3.86 / 3.74 eV
Total charge = -1

These are the Mulliken partial charges, in e, on atoms 1 to 4: -0.78 -0.41 0.11 -0.55

=====

DFT (ωB97M-V with the def2-TZVPD basis set) results for a cluster of 2 separate species, C4H8FN2 in total.

Geometry as XYZ:
```
15
Properties=species:S:1:pos:R:3
C -1.629 -1.583 -1.323
C -0.211 -0.128 0.028
C 0.798 -0.323 2.260
C 0.218 1.725 -1.654
N -0.709 -1.042 -0.641
N 0.685 0.226 0.933
F 1.433 1.927 -1.259
H -2.699 -1.622 -1.005
H -1.302 -2.134 -2.166
H 0.020 -0.142 3.012
H 1.858 -0.110 2.732
H 0.857 -1.384 1.944
H 0.262 1.029 -2.456
H -0.563 2.311 -1.236
H 0.983 1.250 0.832
```

## Properties
Energy above the lowest of the compared OMol25 structures with the same formula, charge and spin = 5.443 eV
Orbital gap (spin up / spin down) = 8.56 / 7.17 eV
LUMO (spin up / spin down) = -4.89 / -5.89 eV
Total charge = +1

These are the Mulliken partial charges, in e, on atoms 1 to 4: -0.25 0.33 -0.84 -0.37

=====

DFT (ωB97M-V with the def2-TZVPD basis set) results for a cluster of 2 separate species, C27H36F2N2O in total.

Geometry as XYZ:
```
68
Properties=species:S:1:pos:R:3
C -3.859 3.813 1.283
C -2.618 3.609 0.392
C -2.980 4.008 -1.051
C -1.463 4.507 0.874
C -2.179 2.140 0.461
C -2.134 1.357 -0.637
C -1.727 -0.018 -0.585
C -1.715 -0.803 -1.706
C -1.348 -2.219 -1.714
C -1.909 -3.126 -0.808
C -1.499 -4.440 -0.770
F -2.013 -5.289 0.157
C -0.530 -4.871 -1.658
C 0.032 -4.005 -2.579
F 0.995 -4.436 -3.434
C -0.384 -2.692 -2.607
C -1.305 -0.535 0.683
C -1.356 0.182 1.821
C -0.959 -0.446 3.162
C 0.249 0.315 3.732
C -0.570 -1.931 2.985
C -2.153 -0.376 4.133
C -1.800 1.579 1.763
O -1.845 2.261 2.774
H -3.633 3.591 2.326
H -4.225 4.837 1.223
H -4.667 3.153 0.970
H -2.124 3.882 -1.712
H -3.800 3.396 -1.425
H -3.292 5.049 -1.107
H -0.572 4.339 0.271
H -1.722 5.562 0.795
H -1.208 4.293 1.912
H -2.409 1.749 -1.598
H -1.970 -0.341 -2.647
H -2.681 -2.805 -0.133
H -0.197 -5.891 -1.621
H 0.083 -2.011 -3.295
H -0.920 -1.536 0.696
H -0.002 1.359 3.917
H 0.592 -0.130 4.665
H 1.077 0.289 3.026
H -1.403 -2.505 2.581
H 0.280 -2.033 2.312
H -0.291 -2.381 3.936
H -3.016 -0.891 3.713
H -1.917 -0.852 5.083
H -2.443 0.656 4.327
C 3.011 -1.875 -1.736
C 4.547 -1.876 -1.736
N 5.036 -0.467 -1.749
C 4.545 0.244 -2.956
C 3.008 0.242 -2.962
N 2.515 -0.475 -1.750
C 3.006 0.226 -0.535
C 4.540 0.234 -0.537
H 2.614 -2.388 -2.621
H 2.602 -2.391 -0.859
H 4.955 -2.386 -0.855
H 4.951 -2.389 -2.618
H 4.952 1.262 -2.962
H 4.948 -0.265 -3.840
H 2.601 1.260 -2.964
H 2.609 -0.266 -3.849
H 2.601 1.245 -0.529
H 2.603 -0.276 0.353
H 4.945 -0.270 0.349
H 4.943 1.254 -0.528
```

## Properties
Energy above the lowest of the compared OMol25 structures with the same formula, charge and spin = 0.000 eV
SMILES = CC(C)(C)C1=CC(=Cc2cc(F)cc(F)c2)C=C(C(C)(C)C)C1=O.C1CN2CCN1CC2
Orbital gap = 7.00 eV
LUMO = -0.93 eV

These are the Mulliken partial charges, in e, on atoms 1 to 4: -1.70 2.09 -2.09 -1.67

=====

DFT (ωB97M-V with the def2-TZVPD basis set) results for a structure of composition C17H15BrCl3GeIrN7O3.

Geometry as XYZ:
```
48
Properties=species:S:1:pos:R:3
Ir 0.467 0.221 0.008
Br -6.066 3.215 2.336
C -4.447 2.804 1.542
C -3.634 3.855 1.045
C -2.445 3.561 0.468
C -1.980 2.196 0.363
O -0.853 1.990 -0.146
C -2.850 1.127 0.849
C -2.575 -0.285 0.695
N -1.542 -0.796 0.138
C -1.482 -2.178 -0.166
C -2.557 -3.032 -0.172
C -2.412 -4.382 -0.536
C -1.199 -4.870 -0.924
C -0.076 -4.013 -0.976
C 1.198 -4.440 -1.415
C 2.234 -3.554 -1.476
C 2.005 -2.223 -1.101
N 0.835 -1.802 -0.658
C -0.220 -2.668 -0.592
C -4.055 1.469 1.427
H -3.973 4.879 1.130
H -1.794 4.330 0.075
H -3.359 -0.946 1.066
H -3.547 -2.672 0.075
H -3.280 -5.027 -0.525
H -1.086 -5.907 -1.215
H 1.334 -5.472 -1.718
H 3.214 -3.848 -1.822
H 2.789 -1.479 -1.179
H -4.718 0.689 1.783
N 0.740 -1.301 2.760
N 1.494 -0.480 3.596
C 2.002 0.691 3.172
N 2.748 1.372 4.027
N 1.710 1.053 1.907
N 2.252 2.189 1.374
O 2.919 2.989 1.990
O 1.978 2.319 0.178
H -0.178 -1.444 3.164
H 1.202 -2.196 2.654
H 1.700 -0.782 4.536
H 2.936 1.030 4.955
H 3.128 2.261 3.738
Cl 1.870 2.849 -4.894
Ge 1.936 2.252 -2.853
Cl 0.395 0.621 -2.636
Cl 3.758 1.188 -2.428
```

## Properties
2S+1 = 6
Orbital gap (spin up / spin down) = 7.22 / 5.66 eV
LUMO (spin up / spin down) = -6.42 / -8.43 eV
Total charge = +2

These are the Mulliken partial charges, in e, on atoms 1 to 4: 1.44 -0.03 -0.10 -0.45

=====

DFT (ωB97M-V with the def2-TZVPD basis set) results for a structure of composition C16H34GaO2.

Geometry as XYZ:
```
53
Properties=species:S:1:pos:R:3
C 2.759 -1.814 2.588
C 3.061 -1.995 1.093
C 2.412 -0.978 0.147
C 3.138 0.369 0.047
C 3.037 1.320 1.249
C 1.815 2.238 1.235
C 0.446 1.565 1.181
C -0.693 2.565 1.352
C -2.052 2.046 0.880
C -3.234 2.763 1.528
C -4.597 2.350 0.962
C -5.800 2.594 1.878
Ga -7.315 1.262 1.574
H 1.859 -1.210 2.736
H 2.591 -2.771 3.084
H 3.566 -1.307 3.123
H 2.751 -2.993 0.777
H 4.144 -1.960 0.925
H 1.366 -0.831 0.432
H 2.392 -1.421 -0.852
H 2.774 0.912 -0.834
H 4.195 0.150 -0.149
H 3.059 0.746 2.180
H 3.927 1.958 1.266
H 1.848 2.890 2.116
H 1.899 2.907 0.367
H 0.319 1.036 0.230
H 0.386 0.797 1.963
H -0.770 2.860 2.407
H -0.444 3.487 0.812
H -2.132 0.969 1.072
H -2.116 2.157 -0.211
H -3.204 2.575 2.608
H -3.085 3.846 1.410
H -4.539 1.294 0.663
H -4.756 2.904 0.028
H -5.487 2.518 2.929
H -6.174 3.619 1.754
H -8.569 1.567 2.558
H -7.777 1.342 0.018
H -6.695 -0.210 1.878
O 2.697 -4.024 -1.740
C 2.362 -3.756 -2.855
O 1.377 -2.862 -3.114
C 1.115 -2.788 -4.523
C 2.388 -3.298 -5.196
C 2.897 -4.300 -4.168
H 0.253 -3.420 -4.746
H 0.867 -1.755 -4.755
H 2.193 -3.727 -6.176
H 3.100 -2.481 -5.311
H 2.468 -5.294 -4.309
H 3.977 -4.407 -4.109
```

## Properties
Orbital gap = 6.17 eV
LUMO = 1.95 eV
Total charge = -1

These are the Mulliken partial charges, in e, on atoms 1 to 4: -1.12 -0.37 0.37 -0.87

=====

DFT (ωB97M-V with the def2-TZVPD basis set) results for a structure of composition C29H39N7O4SScSi.

Geometry as XYZ:
```
82
Properties=species:S:1:pos:R:3
Sc -0.397 0.607 0.459
N -2.493 1.661 0.025
C -2.275 3.104 -0.219
C -1.837 3.801 1.060
N -0.846 3.011 1.825
C 0.452 3.694 1.925
C 1.358 3.342 0.764
N 1.598 1.885 0.754
C -1.356 2.649 3.157
C -0.630 1.446 3.727
N -0.744 0.333 2.776
H -2.867 1.252 -0.827
H -3.218 1.534 0.724
H -3.171 3.590 -0.605
H -1.506 3.194 -0.984
H -2.709 3.999 1.687
H -1.424 4.772 0.787
H 0.942 3.392 2.853
H 0.330 4.780 1.970
H 2.285 3.909 0.852
H 0.887 3.616 -0.183
H 2.108 1.602 1.586
H 2.203 1.660 -0.032
H -2.411 2.386 3.058
H -1.290 3.493 3.852
H -1.062 1.208 4.699
H 0.426 1.664 3.884
H -1.658 -0.108 2.833
H -0.060 -0.386 2.991
C 3.652 -0.162 4.176
C 3.265 -1.037 3.032
N 2.283 -0.821 2.180
C 2.283 -1.896 1.312
C 3.289 -2.767 1.662
N 3.885 -2.202 2.749
C 3.799 -4.103 1.227
O 3.275 -4.640 0.154
O 4.667 -4.624 1.884
C 1.277 -2.026 0.218
O 1.362 -2.939 -0.590
O 0.315 -1.155 0.172
H 3.441 0.880 3.941
H 4.715 -0.256 4.397
H 3.096 -0.430 5.076
H 4.665 -2.638 3.221
H 2.578 -4.044 -0.241
C 0.575 -3.131 -4.552
C -0.660 -2.753 -4.040
C -0.786 -1.559 -3.342
C 0.306 -0.705 -3.156
C 1.540 -1.108 -3.672
C 1.676 -2.309 -4.360
Si 0.153 0.920 -2.205
C -1.044 2.071 -3.141
C -0.635 3.346 -3.549
C -1.518 4.227 -4.166
C -2.834 3.848 -4.395
C -3.262 2.585 -4.005
C -2.376 1.714 -3.381
H 0.676 -4.056 -5.105
H -1.525 -3.389 -4.194
H -1.760 -1.288 -2.939
H 2.408 -0.472 -3.537
H 2.644 -2.597 -4.754
H 1.468 1.594 -2.502
H 0.396 3.648 -3.390
H -1.173 5.207 -4.478
H -3.519 4.529 -4.886
H -4.285 2.279 -4.193
H -2.730 0.726 -3.091
S -2.782 -1.426 0.969
C -1.967 -2.921 1.005
N -1.741 -3.569 -0.169
C -1.118 -4.761 -0.291
C -0.697 -5.426 0.819
C -0.909 -4.820 2.065
C -1.527 -3.595 2.158
H -2.015 -3.066 -1.004
H -0.975 -5.130 -1.297
H -0.188 -6.376 0.731
H -0.585 -5.330 2.964
H -1.716 -3.134 3.116
```

## Properties
Energy above the lowest of the compared OMol25 structures with the same formula, charge and spin = 0.948 eV
Orbital gap = 7.17 eV
LUMO = -2.53 eV
Total charge = +1

These are the Mulliken partial charges, in e, on atoms 1 to 4: -0.92 -0.29 0.60 -1.77

=====

DFT (ωB97M-V with the def2-TZVPD basis set) results for a structure of composition C37H40O2P2Zn.

Geometry as XYZ:
```
82
Properties=species:S:1:pos:R:3
Zn -0.417 1.115 -2.251
C -1.336 2.722 -3.093
C -1.572 2.719 -1.704
C -2.896 2.356 -1.094
C -3.474 1.021 -1.608
C -2.387 -0.013 -1.785
C -1.726 -0.228 -2.989
C -2.091 0.487 -4.264
C -2.161 2.054 -4.180
C 1.438 -2.263 2.003
H -0.629 3.444 -3.513
H -0.924 3.275 -1.015
H -3.613 3.160 -1.323
H -2.786 2.291 0.005
H -4.205 0.657 -0.863
H -4.045 1.192 -2.537
H -2.353 -0.775 -0.986
H -1.186 -1.175 -3.132
H -3.046 0.131 -4.677
H -1.340 0.204 -5.016
H -1.744 2.400 -5.141
H -3.216 2.361 -4.128
H 2.187 -2.066 1.231
H 1.718 -3.132 2.602
H 1.362 -1.376 2.631
P 1.134 1.372 1.068
P -0.120 -2.541 1.209
C -0.315 0.361 0.936
C -0.830 -0.904 1.034
C 0.932 2.409 2.507
C -0.236 3.197 2.578
C -0.418 4.098 3.627
C 0.557 4.196 4.630
C 1.696 3.380 4.588
C 1.883 2.476 3.538
C 1.526 2.382 -0.358
C 1.416 2.022 -1.772
C 2.695 2.207 -2.440
C 3.269 3.456 -2.225
C 2.796 4.270 -1.173
C 1.983 3.697 -0.195
C -1.170 -3.614 2.189
C -1.516 -3.202 3.492
C -2.296 -4.022 4.314
C -2.748 -5.267 3.836
C -2.405 -5.688 2.539
C -1.612 -4.867 1.727
C 0.115 -3.290 -0.418
C 1.381 -3.767 -0.789
C 1.616 -4.214 -2.091
C 0.594 -4.204 -3.043
C -0.681 -3.773 -2.672
C -0.926 -3.332 -1.366
H -1.097 1.132 0.819
H -1.933 -0.964 1.070
H -1.000 3.121 1.803
H -1.316 4.721 3.655
H 0.415 4.904 5.450
H 2.451 3.447 5.375
H 2.770 1.842 3.510
H 0.836 2.886 -2.219
H 3.094 1.428 -3.090
H 4.114 3.789 -2.821
H 3.133 5.300 -1.056
H 1.698 4.241 0.703
H -1.170 -2.232 3.860
H -2.559 -3.697 5.329
H -3.368 -5.907 4.474
H -2.761 -6.659 2.169
H -1.338 -5.203 0.727
H 2.179 -3.807 -0.048
H 2.605 -4.580 -2.359
H 0.786 -4.532 -4.066
H -1.491 -3.774 -3.405
H -1.935 -3.016 -1.091
C 4.650 0.009 0.457
C 3.191 -0.026 0.217
O 2.489 0.502 1.332
O 2.595 -0.429 -0.754
H 4.834 0.204 1.520
H 5.103 0.811 -0.137
H 5.143 -0.910 0.131
```

## Properties
Energy above the lowest of the compared OMol25 structures with the same formula, charge and spin = 3.965 eV
Orbital gap (spin up / spin down) = 5.09 / 4.89 eV
LUMO (spin up / spin down) = 0.14 / 0.14 eV

These are the Mulliken partial charges, in e, on atoms 1 to 4: 0.11 -0.09 0.00 -1.08

=====

DFT (ωB97M-V with the def2-TZVPD basis set) results for a cluster of 2 separate species, CH3IOP2 in total.

Geometry as XYZ:
```
8
Properties=species:S:1:pos:R:3
C -0.421 -0.612 -0.273
O 1.225 1.223 0.410
P 4.777 -1.825 0.204
P 1.205 -0.346 -0.123
I 4.868 0.489 0.013
H -0.865 -1.549 -0.257
H -1.132 0.236 -0.308
H 1.990 1.792 0.445
```

## Properties
Energy above the lowest of the compared OMol25 structures with the same formula, charge and spin = 2.599 eV
Orbital gap (spin up / spin down) = 6.67 / 6.69 eV
LUMO (spin up / spin down) = -1.66 / -1.64 eV

These are the Mulliken partial charges, in e, on atoms 1 to 4: -0.59 -0.48 -0.05 0.26

=====

What did the fifth record say?
DFT (ωB97M-V with the def2-TZVPD basis set) results for a structure of composition C16H34GaO2.

Geometry as XYZ:
```
53
Properties=species:S:1:pos:R:3
C 2.759 -1.814 2.588
C 3.061 -1.995 1.093
C 2.412 -0.978 0.147
C 3.138 0.369 0.047
C 3.037 1.320 1.249
C 1.815 2.238 1.235
C 0.446 1.565 1.181
C -0.693 2.565 1.352
C -2.052 2.046 0.880
C -3.234 2.763 1.528
C -4.597 2.350 0.962
C -5.800 2.594 1.878
Ga -7.315 1.262 1.574
H 1.859 -1.210 2.736
H 2.591 -2.771 3.084
H 3.566 -1.307 3.123
H 2.751 -2.993 0.777
H 4.144 -1.960 0.925
H 1.366 -0.831 0.432
H 2.392 -1.421 -0.852
H 2.774 0.912 -0.834
H 4.195 0.150 -0.149
H 3.059 0.746 2.180
H 3.927 1.958 1.266
H 1.848 2.890 2.116
H 1.899 2.907 0.367
H 0.319 1.036 0.230
H 0.386 0.797 1.963
H -0.770 2.860 2.407
H -0.444 3.487 0.812
H -2.132 0.969 1.072
H -2.116 2.157 -0.211
H -3.204 2.575 2.608
H -3.085 3.846 1.410
H -4.539 1.294 0.663
H -4.756 2.904 0.028
H -5.487 2.518 2.929
H -6.174 3.619 1.754
H -8.569 1.567 2.558
H -7.777 1.342 0.018
H -6.695 -0.210 1.878
O 2.697 -4.024 -1.740
C 2.362 -3.756 -2.855
O 1.377 -2.862 -3.114
C 1.115 -2.788 -4.523
C 2.388 -3.298 -5.196
C 2.897 -4.300 -4.168
H 0.253 -3.420 -4.746
H 0.867 -1.755 -4.755
H 2.193 -3.727 -6.176
H 3.100 -2.481 -5.311
H 2.468 -5.294 -4.309
H 3.977 -4.407 -4.109
```

## Properties
Orbital gap = 6.17 eV
LUMO = 1.95 eV
Total charge = -1

These are the Mulliken partial charges, in e, on atoms 1 to 4: -1.12 -0.37 0.37 -0.87

=====

Please write out number 6 again, unchanged.
DFT (ωB97M-V with the def2-TZVPD basis set) results for a structure of composition C29H39N7O4SScSi.

Geometry as XYZ:
```
82
Properties=species:S:1:pos:R:3
Sc -0.397 0.607 0.459
N -2.493 1.661 0.025
C -2.275 3.104 -0.219
C -1.837 3.801 1.060
N -0.846 3.011 1.825
C 0.452 3.694 1.925
C 1.358 3.342 0.764
N 1.598 1.885 0.754
C -1.356 2.649 3.157
C -0.630 1.446 3.727
N -0.744 0.333 2.776
H -2.867 1.252 -0.827
H -3.218 1.534 0.724
H -3.171 3.590 -0.605
H -1.506 3.194 -0.984
H -2.709 3.999 1.687
H -1.424 4.772 0.787
H 0.942 3.392 2.853
H 0.330 4.780 1.970
H 2.285 3.909 0.852
H 0.887 3.616 -0.183
H 2.108 1.602 1.586
H 2.203 1.660 -0.032
H -2.411 2.386 3.058
H -1.290 3.493 3.852
H -1.062 1.208 4.699
H 0.426 1.664 3.884
H -1.658 -0.108 2.833
H -0.060 -0.386 2.991
C 3.652 -0.162 4.176
C 3.265 -1.037 3.032
N 2.283 -0.821 2.180
C 2.283 -1.896 1.312
C 3.289 -2.767 1.662
N 3.885 -2.202 2.749
C 3.799 -4.103 1.227
O 3.275 -4.640 0.154
O 4.667 -4.624 1.884
C 1.277 -2.026 0.218
O 1.362 -2.939 -0.590
O 0.315 -1.155 0.172
H 3.441 0.880 3.941
H 4.715 -0.256 4.397
H 3.096 -0.430 5.076
H 4.665 -2.638 3.221
H 2.578 -4.044 -0.241
C 0.575 -3.131 -4.552
C -0.660 -2.753 -4.040
C -0.786 -1.559 -3.342
C 0.306 -0.705 -3.156
C 1.540 -1.108 -3.672
C 1.676 -2.309 -4.360
Si 0.153 0.920 -2.205
C -1.044 2.071 -3.141
C -0.635 3.346 -3.549
C -1.518 4.227 -4.166
C -2.834 3.848 -4.395
C -3.262 2.585 -4.005
C -2.376 1.714 -3.381
H 0.676 -4.056 -5.105
H -1.525 -3.389 -4.194
H -1.760 -1.288 -2.939
H 2.408 -0.472 -3.537
H 2.644 -2.597 -4.754
H 1.468 1.594 -2.502
H 0.396 3.648 -3.390
H -1.173 5.207 -4.478
H -3.519 4.529 -4.886
H -4.285 2.279 -4.193
H -2.730 0.726 -3.091
S -2.782 -1.426 0.969
C -1.967 -2.921 1.005
N -1.741 -3.569 -0.169
C -1.118 -4.761 -0.291
C -0.697 -5.426 0.819
C -0.909 -4.820 2.065
C -1.527 -3.595 2.158
H -2.015 -3.066 -1.004
H -0.975 -5.130 -1.297
H -0.188 -6.376 0.731
H -0.585 -5.330 2.964
H -1.716 -3.134 3.116
```

## Properties
Energy above the lowest of the compared OMol25 structures with the same formula, charge and spin = 0.948 eV
Orbital gap = 7.17 eV
LUMO = -2.53 eV
Total charge = +1

These are the Mulliken partial charges, in e, on atoms 1 to 4: -0.92 -0.29 0.60 -1.77